# 1
Entry from OMol25: a structure of composition C12H79BNO32 at a distorted geometry (ωB97M-V/def2-TZVPD).

The geometry in XYZ format:
```
125
Properties=species:S:1:pos:R:3:forces:R:3:mulliken_charge:R:1
C 4.8867 -0.5818 -0.4763 0.2939 0.0084 0.0695 -1.38
C 3.7626 0.3628 -0.1224 -0.1934 -0.1579 0.1641 0.28
C 3.3350 1.0015 -1.4176 0.2004 0.1417 -0.0690 -1.17
O 2.4170 2.0722 -1.3626 0.0259 0.0818 0.2464 -0.65
C 1.0274 1.7921 -1.2705 -0.2910 0.2860 -0.5282 3.25
O 0.4690 3.0325 -1.7341 -0.1629 -0.1676 0.5806 0.40
B 1.2554 4.1548 -1.7493 0.3147 0.0120 -0.2001 0.58
O 1.8226 4.5284 -2.9583 -0.3243 0.0589 -0.7963 -0.52
O 1.4239 5.0142 -0.7172 0.5129 0.0583 0.4074 -0.63
C 0.5879 1.5282 0.1702 -0.0619 -0.4305 -0.1536 -2.19
C -0.3375 0.3130 0.4925 -0.1252 0.0536 0.3854 2.23
C 0.3707 -0.7427 1.3369 -0.0045 0.0872 -0.1792 -1.42
C -1.4681 0.8239 1.3738 0.1978 0.1839 -0.0782 -1.95
N -0.9400 -0.3029 -0.7270 0.3467 0.9113 -0.1674 0.79
O -2.0711 0.1840 -1.0672 -0.2805 -0.1073 0.0364 -0.72
C -0.0336 -0.5354 -1.8803 -0.1345 -0.3579 -0.4397 2.58
C -0.8638 -1.0265 -3.0629 -0.1192 -0.3394 0.4604 -1.82
C 0.9982 -1.6232 -1.5868 -0.3122 0.0515 0.6070 -2.63
C 0.5484 0.8025 -2.3128 0.2535 -0.6224 0.0163 -3.60
H 5.8283 -0.0657 -0.6180 0.2627 0.2239 0.0772 0.49
H 5.0371 -1.3611 0.2555 0.0733 -0.1781 0.2593 0.46
H 4.6652 -1.0529 -1.4190 -0.0863 -0.4394 -0.3444 -0.01
H 2.9653 -0.2156 0.3307 -0.3027 0.0024 0.1056 -0.10
H 4.0594 1.1137 0.5980 0.1201 0.2580 0.2063 0.43
H 4.2295 1.4081 -1.8718 0.2080 0.3083 -0.2177 0.70
H 2.9913 0.2267 -2.0940 -0.1516 -0.1403 -0.1860 0.21
H 1.4381 5.3292 -3.3230 0.3505 0.2352 -0.0067 0.21
H 1.3354 4.5996 0.1526 -0.4916 0.2635 0.3252 0.32
H 0.0749 2.4133 0.5067 -0.2034 0.4063 0.0314 -0.13
H 1.4684 1.4538 0.7878 0.3786 -0.0731 0.1344 0.40
H 0.9650 -0.2603 2.1004 0.1218 0.1844 0.2624 0.40
H -0.3891 -1.3240 1.8322 -0.1280 -0.4099 0.1487 -0.11
H 1.0072 -1.4029 0.7760 0.2131 -0.1518 -0.0295 0.45
H -1.8876 1.7419 0.9873 -0.2264 0.0945 -0.2626 0.26
H -2.2374 0.0791 1.4886 -0.3116 -0.2124 0.0517 0.44
H -1.0560 1.0361 2.3516 0.1142 0.0560 0.3736 0.39
H -1.5450 -1.7918 -2.7162 -0.3158 -0.2187 0.0423 0.52
H -0.2110 -1.4765 -3.7897 0.2503 0.0425 -0.3720 0.33
H -1.4242 -0.2357 -3.5313 -0.3153 0.1862 -0.0889 0.34
H 1.9094 -1.2587 -1.1391 0.3131 0.0550 -0.0101 0.43
H 0.5727 -2.3234 -0.8823 -0.1636 -0.3480 0.0872 0.37
H 1.2103 -2.1873 -2.4784 0.3289 -0.0212 -0.3944 0.78
H 1.3449 0.5969 -3.0137 0.1980 0.1001 -0.3090 1.07
H -0.2131 1.3053 -2.8808 -0.3156 0.2386 -0.1015 0.13
O 4.6602 -2.6992 -3.0802 0.1917 0.2793 -0.0418 -0.71
H 5.0835 -2.6075 -3.9413 -0.1189 0.0640 -0.0621 0.31
H 4.3866 -3.6251 -3.0569 0.1840 -0.1520 0.1512 0.32
O -1.2261 -3.7368 1.9853 -0.0431 -0.0617 0.3375 -0.58
H -1.0920 -3.9560 2.9153 0.1998 -0.0605 -0.0331 0.34
H -1.5312 -4.5675 1.5921 -0.0574 -0.0404 -0.1664 0.26
O 7.5527 -2.4953 -1.7572 -0.0231 -0.2006 0.0670 -0.63
H 7.9669 -1.6404 -1.8989 0.0207 -0.0125 -0.0622 0.31
H 6.6954 -2.4142 -2.1995 -0.1556 -0.0800 0.0243 0.34
O -3.0406 -1.7956 3.1934 -0.1843 0.1223 0.3134 -0.56
H -3.0257 -2.0387 4.1297 -0.0140 -0.0421 0.0005 0.44
H -2.3981 -2.3913 2.7866 0.0438 0.0021 -0.3653 0.18
O 8.1412 -5.5243 -1.8775 0.0961 -0.1013 -0.0268 -0.65
H 7.7191 -5.7862 -2.7011 -0.0847 -0.0104 0.0379 0.31
H 8.1025 -4.5604 -1.8955 -0.0217 0.2598 0.1119 0.34
O -3.6245 0.9568 4.5004 -0.1278 -0.1153 0.0140 -0.68
H -3.7656 1.6740 3.8682 0.1066 0.1605 -0.0568 0.36
H -3.7609 0.1596 3.9753 0.1049 -0.1304 -0.1033 0.26
O -3.8684 -3.8766 5.0737 0.1051 0.1508 -0.0418 -0.64
H -4.0488 -3.8330 4.1278 -0.0758 -0.0436 0.0144 0.30
H -4.7259 -3.6960 5.4802 -0.1147 -0.2375 -0.0412 0.33
O -2.1436 4.4691 -3.0208 0.1971 -0.1937 -0.1213 -0.70
H -1.7782 5.3391 -3.2066 -0.0532 0.0096 -0.0590 0.31
H -1.3791 3.8771 -2.9855 0.0082 0.0379 0.3029 0.25
O -6.8433 -3.8272 5.8692 0.2096 -0.0002 0.0971 -0.67
H -7.4404 -4.5353 6.1381 0.0192 -0.0576 -0.0778 0.33
H -6.7582 -3.2842 6.6604 -0.1975 0.1254 -0.0564 0.33
O 2.5495 -3.2960 -4.9477 0.0654 -0.2048 -0.0556 -0.61
H 2.1030 -2.9922 -5.7451 -0.1566 0.2193 0.0849 0.30
H 2.5315 -2.5460 -4.3438 0.0452 0.0284 -0.0932 0.32
O 0.6148 5.0593 2.1326 -3.7902 -1.6479 -10.8865 -0.52
H 0.9592 5.9556 2.2153 -0.6783 -0.5673 -1.0440 0.30
H -0.2615 5.1670 1.7451 -0.2634 -0.1007 -0.9300 0.22
O 1.7110 2.4048 -4.9717 0.1394 -0.1890 -0.3451 -0.66
H 1.9123 3.0390 -4.2683 -0.1747 0.2154 0.2187 0.27
H 2.5201 2.3307 -5.4864 0.1541 0.0903 0.1253 0.33
O 7.4731 -0.8892 -4.2571 0.0346 0.0835 0.0056 -0.60
H 7.8540 -0.0071 -4.2008 -0.0385 0.0148 -0.0753 0.30
H 8.2014 -1.4558 -4.5328 -0.0203 -0.0352 0.0162 0.31
O -3.6082 3.1969 2.4663 -0.0754 0.1234 0.0397 -0.66
H -3.6273 2.9555 1.5339 -0.0396 -0.0667 0.0054 0.35
H -2.7601 3.6346 2.5892 0.0265 -0.1057 0.0516 0.29
O 0.3359 -1.4267 -6.1159 -0.5045 -2.3280 0.3674 -0.58
H -0.2962 -2.1479 -6.1955 0.0529 -0.2914 0.2375 0.27
H -0.0531 -0.7052 -6.6268 0.2633 0.1046 0.2767 0.31
O -0.7701 0.6501 5.1852 0.0683 -0.0788 -0.0670 -0.62
H -1.7257 0.5818 5.0337 0.0014 0.1917 -0.0580 0.35
H -0.6779 1.4208 5.7566 -0.0603 0.1050 0.0695 0.30
O 5.2462 -5.4554 -2.4331 -0.2729 -0.0961 -0.1546 -0.61
H 5.5094 -5.6003 -1.5175 0.1815 0.0467 -0.0219 0.34
H 4.6889 -6.2059 -2.6615 -0.0142 -0.0323 0.0278 0.27
O -2.8067 2.4151 -5.4437 -0.0117 -0.0921 -0.0235 -0.63
H -2.3775 2.8851 -4.7184 -0.1184 0.0944 -0.1392 0.31
H -2.1364 2.2750 -6.1200 0.0686 0.0356 0.1249 0.30
O 3.9180 6.5483 0.3666 -0.0625 0.0646 0.0849 -0.64
H 4.1104 7.4357 0.0510 0.0298 -0.0032 -0.0012 0.29
H 3.2120 6.2264 -0.2067 -0.1121 -0.1427 -0.0676 0.36
O -9.0766 -5.1386 4.3315 -0.1318 0.0540 0.3254 -0.67
H -8.5844 -4.3139 4.2438 0.1052 -0.0498 -0.1490 0.32
H -9.8580 -4.9942 3.7886 0.0913 -0.0250 -0.1598 0.31
O -9.4674 -2.9201 2.4105 0.0722 0.0946 -0.0178 -0.63
H -9.5267 -3.0945 1.4658 -0.0454 -0.0242 0.0054 0.30
H -8.6472 -2.4236 2.5075 -0.0219 0.0300 0.0169 0.32
O 0.5518 0.6517 -6.9343 0.3796 2.4581 -1.0635 -0.64
H 0.8782 1.2980 -6.2893 -0.2277 -0.0305 0.2102 0.42
H 1.2455 0.5647 -7.5938 -0.0171 -0.0133 -0.0389 0.28
O -9.8796 -2.7379 6.1489 -0.0645 0.0268 -0.0287 -0.62
H -10.0461 -1.9934 5.5630 -0.0177 0.0130 0.0190 0.31
H -10.0243 -3.5181 5.5993 0.0594 -0.0606 0.0841 0.34
O -0.9282 3.5077 6.7785 -0.0099 -0.2314 0.0660 -0.59
H -0.2520 4.1238 7.0720 0.0397 -0.0134 0.0368 0.27
H -1.6243 4.0899 6.4536 0.0761 0.0646 -0.1034 0.33
O -1.1596 6.0696 5.4105 -0.0656 0.1263 0.1129 -0.63
H -0.2328 5.9355 5.1629 -0.0392 -0.1239 -0.1980 0.39
H -1.6227 6.1277 4.5705 -0.0096 0.0402 0.0084 0.26
O -2.4743 -5.7163 0.2763 -0.0466 0.1366 -0.0244 -0.66
H -2.7684 -4.9790 -0.2702 -0.0304 -0.0134 -0.0053 0.32
H -2.4064 -6.4629 -0.3258 0.0632 -0.0323 0.0485 0.30
O 1.1258 5.3895 3.7498 4.3756 1.9040 11.6394 -0.64
H 1.9252 5.9261 3.7609 0.5278 -0.0109 0.9378 0.30
H 1.4331 4.4742 3.7782 -0.0727 0.3592 0.2036 0.31
```
Positions in Å, forces in eV/Å.

HOMO level (spin up / spin down) in Eh: -0.2964 / -0.3310
Expectation value of S²: 0.754
Spin multiplicity: 2
Gap between HOMO and LUMO (spin up / spin down) in Eh: 0.285 / 0.320
Net charge: 0

=====

# 2
Entry from OMol25: the molecule C12H7N7O4 at a distorted geometry (ωB97M-V/def2-TZVPD).

The geometry in XYZ format:
```
30
Properties=species:S:1:pos:R:3:forces:R:3:mulliken_charge:R:1
O -4.5408 -2.3325 2.3230 -1.7935 -0.7598 1.0639 -0.60
O -0.5538 -4.8565 0.3393 -0.7543 1.2890 0.0388 -0.65
O 3.2771 2.0649 -1.3832 -0.4960 -0.4918 0.2496 -0.50
O 2.8985 0.4020 -2.7248 0.4471 0.5638 0.0994 -0.57
N 0.0351 4.5785 -1.3314 2.7627 2.8693 0.9998 -0.56
N -2.6230 -1.2436 1.8357 2.7113 1.9295 -1.1362 -0.65
C -3.4476 -2.3609 1.8529 -1.8015 4.0782 1.3890 0.36
C -0.5685 -3.6227 0.3372 0.3019 -4.4753 0.5117 0.51
C -0.3036 3.3774 -1.2643 -0.0286 -3.6906 0.0848 0.04
C -1.5547 -1.5475 1.1250 -2.2419 -1.9080 2.2534 0.47
C 1.1744 4.7228 -0.4448 -0.5006 -0.4157 1.7251 -0.41
C 1.3729 3.5275 0.2847 -0.9838 2.4408 -3.3146 -0.23
C -0.3562 0.5619 0.6586 1.1262 -0.2694 -0.8445 -0.85
C 1.5594 -0.9251 -0.8880 -0.7205 1.9515 0.4876 -0.54
C -0.3567 -0.8403 0.6876 0.2381 0.5036 -1.9306 0.42
C 0.5966 -1.5682 -0.1291 -0.3927 0.1118 1.2844 -0.05
C 0.5902 1.2327 -0.1941 -0.1683 -0.9661 -0.3954 0.15
C 1.5565 0.5150 -0.9772 -1.6689 -2.1980 2.9557 0.31
N 0.5846 -2.9902 -0.0509 -1.9860 3.5926 -0.0025 -0.10
N 0.5114 2.6191 -0.3895 0.2885 1.3280 1.6953 0.19
N -2.9285 -3.3099 1.1475 1.9807 -2.9822 -1.6163 -0.60
N -1.6614 -2.9092 0.8116 2.7522 1.0676 -1.8598 0.45
N 2.6701 1.0744 -1.7254 -0.0407 -0.0991 -1.3587 0.90
H -1.0890 2.8672 -1.8638 0.6843 0.4492 0.6210 0.35
H 1.7529 5.6917 -0.2169 -1.4614 -1.6150 -0.7477 0.30
H 2.0775 3.3846 1.1043 -0.3804 -0.6526 -0.5564 0.37
H -1.0901 1.0874 1.2963 0.4790 -0.0500 -0.7808 0.50
H 2.2764 -1.5150 -1.4117 0.3944 -0.1010 -0.4017 0.50
H 1.4581 -3.4499 -0.0158 0.4482 -1.0113 -0.1134 0.25
H -3.3179 -4.2357 1.2073 0.8045 -0.4889 -0.4007 0.27
```
Positions in Å, forces in eV/Å.

HOMO level in Eh: -0.3424
Energy relative to the best compared isomer or geometry (same formula, charge and spin) in eV: 0.417
SMILES string: O=c1nc2c3cc(-n4ccnc4)c([N+](=O)[O-])cc3[nH]c(=O)n2[nH]1
Gap between HOMO and LUMO in Eh: 0.271
Net charge: 0

=====

Number 1: total energy -81411.500 eV, M 760.55 g/mol. Number 2: total energy -31173.468 eV, M 313.23 g/mol.